No. 1
# C37H59BrO3

An isolated molecule of C37H59BrO3 at a distorted geometry (ωB97M-V/def2-TZVPD, the OMol25 dataset).

Last column: Löwdin charge in e.
Positions of all 100 atoms, in Å:
Br -11.963 -3.084 -2.042  0.57
O -5.726 4.099 1.298  -0.20
O -5.493 -0.564 1.530  -0.03
O -9.797 -3.881 1.316  -0.04
C -6.501 2.034 -0.123  -0.14
C -7.749 -0.586 0.294  0.03
C 7.380 -0.595 -0.709  -0.22
C -6.123 -2.870 0.354  -0.08
C -13.316 -1.000 -0.222  -0.29
C 10.395 5.606 -0.471  -0.16
C 6.504 -1.987 -0.767  -0.22
C 10.611 -1.322 1.909  -0.22
C -3.376 -3.039 0.652  -0.19
C 9.077 -0.997 1.378  -0.22
C 12.289 2.458 1.270  -0.24
C 11.576 4.477 -0.298  -0.26
C 11.034 3.067 0.409  -0.22
C -11.949 -1.908 -0.374  -0.62
C -6.323 -1.303 0.792  -0.16
C -9.116 -1.548 0.227  0.03
C 5.475 -2.061 -2.070  -0.21
C -8.886 -3.142 0.679  -0.20
C -10.581 -0.961 -0.292  -0.10
C 11.734 -0.242 1.366  -0.23
C -9.218 1.606 -0.670  0.00
C -7.368 -3.738 0.309  0.06
C 3.997 -1.393 -1.777  -0.22
C -7.208 6.184 1.889  -0.12
C -7.768 0.994 -0.147  -0.08
C 2.732 -2.374 -2.247  -0.22
C -6.839 3.161 1.040  -0.22
C 0.046 -2.905 -1.859  -0.22
C -13.844 -0.318 -1.616  -0.18
C -4.726 -3.600 -0.088  -0.16
C -6.224 4.977 2.402  -0.25
C 11.783 1.168 2.202  -0.21
C -2.305 -2.439 -0.475  -0.20
C -0.970 -3.432 -0.645  -0.21
C 8.964 -0.835 -0.260  -0.22
C -10.578 0.645 -0.743  0.01
C 1.407 -2.165 -1.276  -0.22
H 8.376 -1.900 1.685  0.11
H 12.663 3.317 1.991  0.11
H -2.778 -2.391 -1.566  0.10
H 7.213 -2.945 -0.713  0.11
H -3.560 -2.315 1.552  0.11
H 8.613 -0.046 1.931  0.12
H 0.428 -3.788 -2.545  0.11
H 12.644 1.037 3.018  0.11
H 10.913 -2.441 1.624  0.12
H 2.496 -2.088 -3.365  0.11
H 12.459 4.857 0.382  0.10
H -11.980 -2.688 0.528  0.10
H 3.172 -3.478 -2.194  0.11
H -6.619 7.004 1.263  0.09
H -5.323 5.457 3.013  0.13
H 5.985 -1.446 -2.946  0.11
H -14.217 -1.608 0.270  0.12
H -13.926 0.853 -1.402  0.08
H -1.961 -1.333 -0.236  0.12
H -13.108 -0.420 -2.528  0.06
H -2.827 -3.994 1.111  0.11
H -9.248 2.738 -1.018  0.10
H 10.727 6.336 -1.339  0.07
H -7.162 2.549 2.011  0.14
H 6.896 0.223 -0.001  0.12
H -8.128 5.811 1.232  0.07
H -5.447 1.537 -0.018  0.12
H -6.488 2.603 -1.173  0.13
H 5.866 -2.021 0.236  0.11
H -6.832 4.344 3.205  0.12
H 5.400 -3.184 -2.415  0.10
H 1.709 -2.630 -0.222  0.12
H -11.548 1.199 -1.164  0.09
H 9.340 5.135 -0.732  0.08
H 1.179 -1.014 -1.226  0.11
H 12.796 -0.764 1.522  0.11
H 10.752 2.274 -0.405  0.10
H 7.403 -0.164 -1.801  0.10
H -7.691 6.753 2.810  0.09
H 13.218 2.172 0.599  0.12
H -14.946 -0.672 -1.851  0.08
H 9.585 0.126 -0.597  0.09
H -4.646 -3.478 -1.272  0.13
H -13.049 -0.143 0.562  0.12
H 3.902 -1.081 -0.650  0.10
H -7.344 -4.883 -0.003  0.13
H -1.258 -4.529 -0.933  0.11
H 10.624 -1.302 3.099  0.11
H -0.325 -3.480 0.332  0.10
H 11.978 4.196 -1.368  0.11
H 10.295 6.229 0.516  0.07
H -7.815 3.728 0.654  0.11
H 10.156 3.291 1.168  0.12
H 11.637 -0.090 0.194  0.10
H -4.838 -4.765 0.095  0.12
H 3.931 -0.392 -2.412  0.11
H -0.567 -2.176 -2.577  0.11
H 9.420 -1.734 -0.856  0.12
H 10.798 1.424 2.780  0.11

Cartesian forces (eV/Å) of the 3 atoms listed first:
0.102 0.964 1.190
-2.795 -0.191 1.564
-4.481 -4.676 -4.521

Electronic energy (Ha): -4244.059245
E_HOMO (hartree): -0.32660
F_max (eV Å⁻¹): 8.1
2S+1: 1

No. 2
# C37H59N18O2S

A cluster of 15 separate species, C37H59N18O2S in total at a distorted geometry (ωB97M-V/def2-TZVPD, the OMol25 dataset).

Last column: Löwdin charge in e.
Positions of all 117 atoms, in Å:
S -0.067 -1.646 2.049  0.90
O 2.474 1.772 -1.856  -0.12
O -0.990 2.110 -1.551  -0.10
N -0.905 4.190 -5.654  0.14
N -4.194 4.084 1.728  0.13
N 2.565 1.300 3.210  0.15
N -3.474 -1.176 0.410  0.21
N -3.919 0.292 -1.095  0.18
N -6.154 -6.789 -7.083  0.15
N 5.965 2.145 -5.643  0.15
N 2.019 7.560 -5.003  0.14
N -2.014 0.189 1.920  0.11
N 4.939 -1.962 -2.840  0.15
N -5.615 0.700 5.768  0.15
N 4.167 0.537 8.302  0.12
N -6.482 0.101 1.016  0.17
N -4.705 -1.861 -1.419  0.23
N 7.789 -5.910 7.531  0.15
N 6.235 -3.245 6.279  0.15
N 2.215 -3.734 2.125  0.10
N -3.180 -3.714 -3.102  0.13
C 0.219 1.607 -1.076  -0.19
C -5.490 2.226 2.965  -0.10
C -6.983 -6.068 -7.358  -0.29
C 3.839 -3.347 4.094  -0.08
C -2.069 2.027 -0.686  -0.15
C 5.640 -3.746 7.103  -0.31
C 3.265 -0.131 -0.567  -0.06
C 8.428 -5.860 6.598  -0.28
C 1.346 5.686 -3.356  -0.07
C 1.033 3.284 2.583  -0.06
C -2.943 0.127 0.844  -0.29
C -3.893 -4.361 -3.703  -0.26
C 2.933 -3.566 2.985  -0.29
C -4.064 -0.958 -0.710  -0.47
C 4.088 3.905 -5.453  -0.06
C 5.629 0.704 6.180  -0.07
C 4.887 -4.381 8.161  -0.07
C -2.727 6.015 -5.503  -0.06
C -3.082 1.038 6.071  -0.05
C 9.242 -5.795 5.402  -0.06
C 5.277 -1.480 -3.807  -0.28
C -8.429 0.818 -0.525  -0.04
C -8.056 -5.156 -7.708  -0.06
C -2.615 0.653 -0.507  -0.19
C 5.128 2.903 -5.558  -0.25
C 4.811 0.610 7.374  -0.30
C 3.225 0.572 -1.904  -0.26
C -1.078 -0.546 1.886  -0.84
C -4.510 0.851 5.895  -0.30
C -4.798 3.296 2.275  -0.29
C 1.157 1.629 -2.253  -0.20
C 5.710 -0.864 -5.045  -0.08
C -1.711 4.983 -5.587  -0.29
C -4.772 -5.193 -4.504  -0.07
C 1.892 2.168 2.935  -0.29
C 1.729 6.735 -4.283  -0.30
C -7.328 0.418 0.331  -0.25
H -2.310 6.964 -5.830  0.09
H 4.389 -3.623 8.761  0.09
H -3.816 0.671 1.153  0.11
H 0.161 0.591 -0.712  0.12
H 0.868 2.443 -2.879  0.11
H 6.263 1.585 6.230  0.08
H 2.205 5.065 -3.118  0.06
H -8.606 -4.875 -6.815  0.08
H -4.013 0.442 -2.085  0.17
H -3.072 6.109 -4.477  0.08
H 8.602 -5.711 4.528  0.08
H 3.245 3.632 -6.084  0.09
H 2.762 0.437 0.177  0.05
H -3.567 5.755 -6.142  0.08
H 0.292 2.963 1.855  0.05
H 6.403 -1.520 -5.566  0.09
H -5.648 2.490 4.005  0.06
H 4.142 -5.049 7.734  0.08
H 2.902 -0.082 -2.686  0.09
H 0.649 2.203 -0.289  0.12
H -2.830 2.618 -1.132  0.13
H 6.254 -0.183 6.096  0.07
H 4.217 0.859 -2.149  0.10
H -6.449 2.049 2.499  0.05
H 0.991 0.737 -2.815  0.12
H -9.367 0.710 0.013  0.10
H 0.964 6.127 -2.438  0.09
H -2.903 1.768 6.856  0.09
H -2.621 0.094 6.348  0.09
H 4.276 -0.227 -0.268  0.06
H -5.247 -4.592 -5.273  0.07
H 1.630 4.086 2.157  0.09
H 9.896 -4.929 5.452  0.09
H 0.525 3.651 3.471  0.09
H 4.470 4.872 -5.771  0.09
H -5.536 -5.637 -3.871  0.09
H -7.643 -4.264 -8.173  0.08
H -4.200 -5.985 -4.978  0.09
H 3.958 -2.279 4.253  0.08
H -4.003 -1.718 1.073  0.18
H 4.811 -3.783 3.884  0.08
H -1.825 2.477 0.256  0.12
H 2.869 -1.113 -0.629  0.06
H 3.755 3.976 -4.421  0.06
H 4.990 0.773 5.303  0.07
H 4.848 -0.679 -5.681  0.08
H 9.845 -6.696 5.320  0.08
H -2.641 1.394 5.142  0.07
H 5.566 -4.955 8.786  0.07
H 0.571 5.068 -3.803  0.04
H 3.433 -3.798 4.995  0.07
H -4.903 1.316 2.915  0.05
H -8.733 -5.640 -8.407  0.09
H 6.201 0.077 -4.837  0.03
H -8.452 0.191 -1.412  0.08
H -4.356 -2.786 -1.613  0.07
H -8.304 1.856 -0.821  0.09
H -5.553 -1.577 -1.857  0.12
H -1.955 -0.092 -0.916  0.16

Cartesian forces (eV/Å) of the 3 atoms listed first:
2.192 -1.502 -0.068
0.374 0.180 -0.415
-0.440 -0.122 -0.621

Electronic energy (Ha): -2979.116901
E_HOMO (hartree): -0.41966
Charge: +1
F_max (eV Å⁻¹): 3.4
2S+1: 1

No. 3
# C37H60GdN5O5

A structure of composition C37H60GdN5O5 (ωB97M-V/def2-TZVPD, the OMol25 dataset).

Last column: Löwdin spin population.
Positions of all 108 atoms, in Å:
Gd 0.968 -0.941 -1.322  6.82
O 4.658 -1.539 -3.785  0.00
O 1.448 -2.045 0.593  0.01
O -0.427 -2.900 -1.992  0.00
O -0.212 0.209 -2.723  0.06
O -1.004 -4.993 -2.334  0.00
N 1.575 1.185 0.018  0.03
N 2.158 -3.467 -1.768  0.00
N 3.040 -0.627 -2.299  0.01
N 1.218 -4.455 -2.063  0.00
N -0.993 -0.229 0.146  0.01
C -0.626 -6.348 -2.584  0.00
C -4.349 4.073 -2.304  0.00
C 3.666 -3.836 3.719  0.00
C -0.077 -4.061 -2.120  0.00
C 1.116 -1.930 1.871  0.00
C 2.967 1.058 0.462  0.00
C 0.509 3.809 -4.451  0.00
C -0.974 2.583 -6.050  0.00
C -4.279 4.685 -0.898  0.00
C 0.689 1.296 1.187  0.00
C -0.659 0.343 6.029  0.00
C -2.161 -0.176 -0.774  0.00
C 2.024 -2.123 2.931  0.00
C 3.477 -2.607 2.812  0.00
C 3.914 -3.037 1.409  0.00
C 0.289 -1.425 4.538  0.00
C -0.205 2.476 -4.722  0.00
C -5.709 3.389 -2.490  0.00
C -3.234 3.040 -2.463  0.01
C -2.182 0.991 -1.714  0.01
C 0.874 1.408 -4.920  0.00
C 4.435 -1.503 3.284  0.00
C -4.241 5.207 -3.321  0.00
C -0.174 -1.113 5.959  0.00
C -2.243 3.134 -3.427  0.00
C -0.777 1.039 0.856  0.00
C 1.442 2.326 -0.890  0.00
C -1.206 2.207 -3.591  0.01
C -1.178 1.118 -2.700  0.00
C -0.214 -1.542 2.172  0.00
C -0.602 -1.302 3.473  0.00
C -1.215 -1.376 1.066  0.00
C 0.944 -1.288 6.986  0.00
C -3.182 1.940 -1.611  0.00
C -1.329 -2.048 6.339  0.00
C 3.848 -1.075 -3.051  0.00
C 1.572 -1.840 4.227  0.00
H -1.628 -0.999 3.656  0.00
H -3.301 5.752 -3.222  0.00
H -1.003 0.585 7.037  0.00
H -1.550 -6.865 -2.824  0.00
H 2.967 -3.532 -2.372  0.00
H 1.479 1.699 -5.783  0.00
H 1.457 -5.426 -1.944  0.00
H -1.498 1.651 -6.268  0.00
H 2.064 2.156 -1.769  0.00
H -0.190 4.643 -4.375  0.00
H -5.789 2.950 -3.486  0.00
H -1.708 3.387 -6.045  0.00
H -3.080 -0.157 -0.169  0.00
H -1.683 -1.827 7.348  0.00
H 1.042 0.586 1.934  0.00
H 5.464 -1.868 3.263  0.00
H 0.057 -6.411 -3.432  0.00
H -1.486 0.522 5.342  0.00
H -4.388 3.925 -0.124  0.00
H -5.074 5.421 -0.758  0.00
H 4.212 -1.186 4.302  0.00
H 3.056 0.167 1.084  0.00
H -0.275 2.777 -6.866  0.00
H 4.685 -4.216 3.621  0.00
H 1.789 -0.629 6.782  0.00
H 1.535 1.310 -4.061  0.00
H -1.010 -3.091 6.308  0.00
H -5.054 5.918 -3.162  0.00
H -6.520 4.110 -2.368  0.00
H -2.207 -1.246 1.525  0.00
H -1.361 1.065 1.787  0.00
H -2.173 -1.937 5.658  0.00
H -5.859 2.592 -1.762  0.00
H -4.316 4.841 -4.346  0.00
H 0.566 -1.045 7.980  0.00
H 3.301 -3.865 1.051  0.00
H -3.321 5.185 -0.744  0.00
H 0.412 2.443 -1.221  0.00
H 2.976 -4.634 3.440  0.00
H -2.261 3.977 -4.103  0.00
H 3.616 0.948 -0.405  0.00
H 0.147 1.031 5.767  0.00
H 4.380 -0.624 2.642  0.00
H 3.863 -2.226 0.684  0.00
H 2.282 -1.955 5.033  0.00
H 3.501 -3.606 4.771  0.00
H 1.078 3.764 -3.520  0.00
H 1.313 -2.315 7.014  0.00
H 0.774 2.302 1.628  0.00
H 0.447 0.427 -5.117  0.00
H 3.273 1.939 1.044  0.00
H 4.946 -3.390 1.464  0.00
H 2.394 -3.455 -0.778  0.00
H 1.209 4.029 -5.260  0.00
H -3.933 1.814 -0.839  0.00
H -1.160 1.843 0.226  0.00
H -1.256 -2.274 0.439  0.00
H -2.161 -1.120 -1.330  0.00
H 1.766 3.254 -0.396  0.00
H -0.189 -6.802 -1.692  0.00

Cartesian forces (eV/Å) of the 3 atoms listed first:
0.271 -0.387 -0.041
0.064 -0.088 -0.069
-0.082 -0.174 0.164

Electronic energy (Ha): -2861.681630
E_HOMO (spin up / spin down) (hartree): -0.27674 / -0.27093
ΔE to the lowest compared entry with this formula, charge and spin (kcal/mol): 2.47
F_max (eV Å⁻¹): 0.5
<S²>: 16.020
2S+1: 8

No. 4
# C37H61B3Br2F3N7O4

A structure of composition C37H61B3Br2F3N7O4 at a distorted geometry (ωB97M-V/def2-TZVPD, the OMol25 dataset).

Last column: Löwdin charge in e.
Positions of all 117 atoms, in Å:
Br -0.461 1.532 -1.772  0.93
Br -1.195 -0.155 2.434  0.89
F 0.473 -0.311 0.316  -0.02
F -2.750 0.832 -0.487  0.06
F -1.374 2.063 0.661  -0.03
O 2.673 -4.458 -0.976  0.23
O 2.503 -2.939 -2.813  0.30
O 0.650 -1.480 -2.914  0.25
O 0.592 -3.380 -1.407  0.33
N 5.410 -3.751 -7.833  0.15
N -6.876 2.766 9.006  0.16
N 8.350 0.198 -2.058  0.16
N -4.773 6.360 6.375  0.16
N 0.045 -3.507 -9.667  0.14
N -3.615 5.712 -4.779  0.14
N -1.806 0.866 5.640  0.14
C 2.945 -0.383 -2.466  -0.04
C -1.530 -1.577 0.035  -0.20
C 1.741 -3.649 -7.683  -0.20
C 7.868 -2.217 -1.183  -0.18
C -4.513 5.930 -2.334  -0.19
C -5.700 6.256 8.816  -0.19
C 5.357 -6.378 -10.101  -0.26
C -3.874 4.646 9.586  -0.11
C -1.460 1.004 -0.180  -0.88
C -4.020 5.808 -3.710  -0.24
C 1.061 -3.286 -6.358  -0.25
C -4.573 5.980 9.819  -0.26
C 6.129 -6.065 -8.813  -0.19
C 4.741 -0.957 1.338  0.11
C -1.451 -1.852 -1.475  -0.05
C -2.773 4.301 -1.433  -0.13
C 8.785 -2.566 -0.006  -0.26
C -3.388 5.691 -1.320  -0.26
C -0.877 -0.291 0.492  -0.78
C -7.223 -0.242 7.297  -0.26
C 4.943 0.282 -1.023  -0.19
C 0.797 -3.570 -8.802  -0.24
C 8.138 -0.867 -1.683  -0.24
C -4.856 2.911 5.160  -0.10
C -8.426 -0.535 8.186  -0.11
C 4.809 -0.382 0.286  -0.15
C 10.263 -2.540 -0.377  -0.11
C 0.506 -1.866 -6.344  -0.09
C 3.850 -6.457 -9.888  -0.10
C 4.416 -0.701 -2.117  -0.18
C -3.602 3.715 4.844  -0.27
C -2.107 1.751 4.972  -0.30
C -6.529 1.760 8.576  -0.22
C -2.528 2.880 4.137  -0.20
C -5.191 6.315 7.444  -0.22
C 5.725 -4.772 -8.253  -0.23
C -6.087 0.467 8.043  -0.18
B 0.000 -2.249 -1.962  -0.54
B 2.038 -1.622 -2.765  -0.53
B 1.919 -3.608 -1.729  -0.71
H -6.460 5.474 8.870  0.10
H 10.477 -3.236 -1.190  0.08
H -2.002 4.167 -0.678  0.05
H -6.836 -1.176 6.888  0.11
H 5.719 -7.328 -10.497  0.11
H -2.308 4.149 -2.407  0.06
H 8.519 -3.560 0.357  0.11
H -5.243 0.642 7.377  0.10
H 2.476 0.128 -1.619  0.10
H 2.138 -4.664 -7.640  0.10
H 2.576 -2.975 -7.880  0.11
H -4.936 6.927 -2.209  0.12
H -3.528 3.526 -1.290  0.08
H 7.201 -6.032 -9.009  0.12
H 4.757 -1.598 2.189  0.02
H -3.109 4.483 10.346  0.07
H -7.538 0.372 6.450  0.11
H 3.596 -4.285 -1.202  0.12
H 4.515 -1.710 -1.729  0.09
H 2.893 0.303 -3.316  0.13
H 4.353 1.196 -0.996  0.12
H -5.316 5.206 -2.190  0.12
H -6.179 7.210 9.040  0.12
H -8.143 -1.155 9.039  0.08
H -4.999 5.990 10.823  0.11
H -4.632 2.092 5.845  0.05
H 0.253 -3.993 -6.158  0.12
H -8.873 0.384 8.567  0.07
H -3.792 5.831 -0.315  0.11
H -1.844 -1.044 -2.091  0.09
H 10.577 -1.543 -0.692  0.07
H -0.270 -1.732 -7.099  0.07
H -3.867 4.561 4.210  0.10
H 3.596 -7.219 -9.148  0.08
H -4.588 3.825 9.641  0.04
H 10.877 -2.822 0.478  0.07
H -2.088 -2.723 -1.666  0.13
H 3.344 -6.711 -10.819  0.08
H 1.295 -1.135 -6.532  0.08
H -3.841 6.789 9.773  0.11
H -3.197 4.130 5.767  0.09
H -3.381 4.612 8.613  0.06
H -5.295 2.489 4.253  0.08
H 6.822 -2.261 -0.874  0.10
H -2.905 2.482 3.193  0.10
H -5.603 3.547 5.635  0.06
H 5.577 -5.615 -10.849  0.11
H -2.610 6.445 -1.458  0.11
H 0.063 -1.643 -5.375  0.06
H 8.602 -1.867 0.812  0.11
H 3.447 -5.502 -9.548  0.05
H 5.993 0.509 -1.186  0.07
H -5.734 -0.144 8.875  0.12
H -2.574 -1.548 0.348  0.11
H 5.033 -0.543 -3.001  0.12
H -1.651 3.489 3.915  0.12
H -1.077 -2.392 0.600  0.12
H -9.196 -1.066 7.625  0.07
H 8.009 -2.923 -2.003  0.12
H 1.790 -3.398 -5.553  0.10
H 5.949 -6.836 -8.062  0.12

Cartesian forces (eV/Å) of the 3 atoms listed first:
-0.244 -0.224 0.132
0.096 -0.040 -0.278
0.006 -0.064 -0.168

Electronic energy (Ha): -7653.135070
E_HOMO (hartree): -0.37111
F_max (eV Å⁻¹): 1.3
2S+1: 1